Entry 1:
Molecular formula: C17H18BBrF4MnN2O4S
Method: DFT, ωB97M-V/def2-TZVPD

frontier orbital gap (alpha / beta) = 8.8 / 8.3 eV
⟨S²⟩ = 0.8551
2S+1 = 2

Positions of all 49 atoms, in Å:
O: 0.178 -0.953 1.761
H: 4.201 -2.544 0.480
H: -2.818 -3.243 -0.891
H: -2.300 -1.857 -1.890
O: -3.081 1.730 2.910
H: -2.368 4.108 2.385
C: 2.534 -0.943 -2.570
F: -3.102 -0.082 -2.604
N: -0.300 2.016 0.778
C: -0.949 -2.833 0.938
Br: 2.144 2.284 -0.528
C: -1.975 -2.614 -1.183
C: 0.486 4.267 0.568
F: -3.915 1.958 -1.888
H: -0.131 -2.653 2.913
Mn: -0.823 0.066 0.121
S: 1.559 -0.187 -3.775
F: -1.858 1.221 -1.163
H: 1.923 -1.619 0.694
C: 0.590 2.904 0.354
C: -1.513 3.822 1.790
O: -1.476 -1.940 -0.027
C: -0.599 4.731 1.292
H: -0.716 5.792 1.470
H: -1.678 -3.621 1.154
N: 0.557 -0.416 -1.410
F: -2.132 1.854 -3.346
C: 3.721 -2.090 -0.377
C: -1.337 2.483 1.502
O: -2.193 0.299 1.429
H: 1.168 -0.764 3.561
C: 2.447 -1.581 -0.247
C: 0.595 -0.149 2.862
H: 4.344 -1.415 -3.649
H: 1.227 0.643 2.472
C: -2.319 1.442 2.007
C: 4.410 -2.029 -1.595
C: 0.324 0.020 -2.615
H: -0.270 0.278 3.375
H: 5.412 -2.430 -1.667
C: 1.839 -0.990 -1.359
B: -2.826 1.247 -2.300
H: -1.187 -3.235 -1.620
H: 1.242 4.931 0.178
C: -0.659 -2.037 2.178
H: -1.575 -1.631 2.610
C: 3.822 -1.461 -2.703
H: -0.039 -3.298 0.538
H: -0.586 0.520 -2.911

=====

Entry 2:
Molecular formula: C13H24N3O3
Method: DFT, ωB97M-V/def2-TZVPD

frontier orbital gap = 9.8 eV
net charge = +1

Positions of all 43 atoms, in Å:
H: -1.223 0.807 -4.205
C: 3.536 1.464 2.601
H: 2.648 1.579 0.615
C: 2.077 -0.416 2.583
N: -1.481 0.971 -3.241
H: 4.464 1.872 2.207
H: -0.207 2.430 -2.378
H: -2.633 -2.708 0.293
N: -2.717 -1.037 -3.288
H: -2.433 -0.902 2.700
H: 1.104 -0.823 -0.896
H: -0.730 -0.523 3.020
H: 4.108 -0.559 1.986
N: -2.275 0.233 -1.335
C: -1.008 -1.560 1.173
C: -0.408 1.365 -2.297
H: -3.269 -0.095 0.448
H: -3.507 -1.557 -2.943
O: 1.517 -1.429 2.881
H: -0.424 0.458 -0.279
H: -1.442 -2.158 -0.851
C: -2.012 -1.848 0.037
C: -1.079 1.012 -0.947
H: -0.812 -2.520 1.656
C: 0.916 0.617 -2.610
C: -2.917 -0.690 -0.394
O: 1.422 0.619 1.975
H: -3.821 -1.069 -0.878
H: 1.616 1.315 -3.074
C: -2.205 0.004 -2.631
H: -0.033 -1.239 0.800
C: 2.356 1.677 1.662
H: 1.848 2.628 1.810
H: 0.749 -0.193 -3.330
C: 1.628 0.005 -1.418
H: -1.406 1.901 -0.405
H: -2.313 -1.322 -4.165
C: -1.489 -0.591 2.245
C: 3.534 -0.053 2.765
H: -1.600 0.427 1.855
O: 2.703 0.363 -1.047
H: 3.881 -0.392 3.737
H: 3.338 1.938 3.563

=====

Entry 3:
Molecular formula: C17H32O2PS
Method: DFT, ωB97M-V/def2-TZVPD

frontier orbital gap = 8.6 eV
net charge = +1

Positions of all 53 atoms, in Å:
H: -2.856 -1.485 -3.742
H: 6.893 0.430 1.746
C: -3.967 -0.477 -1.401
H: -4.192 4.280 -1.915
O: 4.449 0.551 0.365
H: -4.160 -1.545 -1.384
C: 4.454 -0.459 2.800
C: 0.424 -0.615 2.639
H: 0.701 0.324 -3.080
C: -0.860 -2.458 3.409
H: 5.155 -1.210 2.437
H: -1.569 -0.280 -3.839
H: 4.668 -0.199 3.837
H: 3.436 -0.834 2.723
H: -5.064 2.374 0.031
C: 0.598 -0.942 1.160
H: 1.283 -0.039 2.989
H: 1.136 1.134 1.012
O: 0.359 -1.745 3.469
H: -2.462 4.021 -2.151
C: 0.429 0.590 -0.928
H: -2.054 1.835 -2.958
C: -4.701 0.364 -0.582
H: -5.448 -0.053 0.078
H: -3.118 4.159 -0.523
C: 6.327 1.308 2.056
H: -1.632 -2.060 -0.920
H: 0.482 1.659 -1.131
C: -3.007 0.056 -2.255
H: -0.636 0.369 -0.786
C: -4.483 1.729 -0.616
H: -1.666 -1.843 2.994
H: 2.076 -0.116 -2.102
H: -0.755 -3.361 2.801
C: -3.314 3.770 -1.522
C: -2.801 1.427 -2.287
C: 1.171 0.249 0.370
H: 1.254 -1.815 1.094
H: 2.223 0.080 0.151
C: 0.986 -0.155 -2.143
H: 1.020 -2.165 -1.313
H: -0.465 0.013 2.782
H: 1.057 -2.130 -3.068
C: -2.192 -0.849 -3.152
H: -1.143 -2.749 4.419
H: -1.296 -3.259 -2.772
S: 4.582 1.012 1.778
C: -3.533 2.283 -1.474
P: -1.140 -1.991 -2.218
H: 6.491 1.526 3.111
H: 6.612 2.167 1.454
H: -0.375 -1.235 0.747
C: 0.626 -1.644 -2.190

=====

Entry 4:
Molecular formula: C25H42BrCuNOP2
Method: DFT, ωB97M-V/def2-TZVPD

frontier orbital gap (alpha / beta) = 7.1 / 4.5 eV
⟨S²⟩ = 0.7518
2S+1 = 2
net charge = +2

Positions of all 73 atoms, in Å:
H: 6.865 1.431 1.174
H: 6.111 1.636 -0.445
H: 0.419 0.191 4.180
H: 3.791 -0.391 -1.246
H: -3.773 3.663 -0.678
C: 0.525 -3.033 -0.691
H: -2.235 -1.493 -0.686
C: -3.914 3.233 -1.672
C: -1.814 1.912 -1.356
H: -4.659 2.658 -4.226
H: -2.835 2.189 0.577
H: 4.873 -1.094 4.128
H: 3.789 1.648 0.790
Br: 1.885 3.072 0.936
H: 0.725 -3.264 -2.827
C: 0.611 1.574 -1.230
O: -0.291 -0.384 3.837
H: -3.495 -2.456 1.944
C: -3.184 -1.680 1.235
H: -0.945 -2.989 -2.351
H: 1.568 -2.685 -0.561
C: -6.258 4.099 -4.525
C: -1.347 -4.334 2.170
H: -5.574 5.347 -0.989
C: 4.558 -1.877 3.423
H: -6.523 3.722 -5.503
Cu: 0.297 -0.208 0.467
H: -2.815 -0.814 1.797
H: -2.464 -3.176 -0.157
C: -5.259 3.442 -3.786
H: 4.924 -2.401 -2.160
H: -0.960 -5.128 2.820
P: -0.428 -2.226 0.627
H: -3.217 1.861 -3.122
C: 5.057 -2.165 -1.106
H: 4.103 -2.669 4.017
H: 0.537 -4.114 -0.515
C: 0.097 -2.702 -2.122
H: 2.905 -2.132 2.002
H: 0.662 -3.472 2.351
C: 3.567 -1.319 2.366
C: -1.883 1.982 0.061
H: -1.466 -4.771 1.166
H: 5.949 2.882 0.774
H: -4.099 -1.407 0.709
C: 4.701 1.157 1.198
H: 6.023 -1.679 -1.003
C: -0.580 1.547 -1.964
C: -4.969 3.872 -2.469
C: -3.022 2.298 -2.106
H: 3.012 -1.769 -0.511
P: 4.543 -0.627 1.016
H: 4.723 1.334 2.293
C: -5.698 4.988 -2.007
H: -0.496 1.420 -3.052
C: 0.562 1.934 0.171
H: 5.074 -3.118 -0.568
C: -2.194 -2.165 0.184
H: -0.602 -2.433 2.977
C: 3.968 -1.230 -0.566
C: -0.378 -3.154 2.176
H: -7.146 6.517 -2.517
C: -0.706 1.942 0.822
C: -6.617 5.622 -2.868
N: -6.903 5.192 -4.101
H: -0.613 -0.834 4.647
H: 5.420 -2.296 2.898
C: 5.980 1.793 0.633
H: 2.868 -0.577 2.812
H: 1.563 1.495 -1.777
H: -0.787 2.262 1.860
H: 0.218 -1.626 -2.344
H: -2.322 -4.022 2.569